Formula: C9H6N2O
Source: the OMol25 dataset
Level of theory: ωB97M-V/def2-TZVPD

Last column: Löwdin charge in e.
Element x y z (Å)
O 0.215 -0.756 4.097  0.126
N 2.020 0.960 -0.190  0.153
N 0.699 -0.127 1.470  0.192
C -1.428 -0.594 -0.335  -0.025
C -0.230 0.118 -0.768  -0.082
C 2.049 1.440 -1.475  -0.041
C -1.463 -0.944 0.926  -0.059
C 0.839 0.388 0.175  -0.233
C -0.379 -0.682 1.785  -0.274
C 1.022 1.221 -2.436  -0.105
C -0.423 -1.188 3.268  -0.267
C -0.054 0.645 -2.119  -0.066
H -1.322 -2.088 3.489  0.161
H 1.229 1.524 -3.449  0.115
H -2.253 -0.684 -0.942  0.091
H -2.390 -1.534 1.180  0.135
H 2.741 1.968 -1.749  0.014
H -0.871 0.332 -2.928  0.165

structure (SMILES)	O=Cc1ccc2cccnc2n1
energy relative to the best compared isomer or geometry (same formula, charge and spin)	44.31	kcal/mol
net charge	0
highest occupied orbital energy	-9.50	eV
lowest unoccupied orbital energy	-0.41	eV
gap between HOMO and LUMO	9.084	eV
2S+1	1

Formula: C9H6O3
Source: the OMol25 dataset
Level of theory: ωB97M-V/def2-TZVPD

Last column: Löwdin charge in e.
Element x y z (Å)
O -2.977 2.358 0.304  0.061
O -0.343 -1.205 2.739  -0.057
O -1.546 0.571 0.783  0.082
C 1.422 -0.724 -1.086  -0.016
C 0.376 -0.916 1.471  -0.189
C 1.543 -1.615 1.243  0.012
C -0.505 1.044 -1.763  0.057
C 1.926 -1.704 -0.210  -0.032
C -1.948 1.670 0.102  -0.451
C -1.511 1.877 -1.256  0.010
C -0.325 -0.202 0.376  -0.064
C 0.186 0.040 -0.828  -0.135
H -2.055 2.635 -1.920  0.152
H 1.996 -0.708 -2.023  0.110
H 2.018 -1.964 2.228  0.146
H 2.833 -2.067 -0.398  0.043
H -1.014 -0.352 2.928  0.187
H -0.076 1.262 -2.691  0.084

structure (SMILES)	O=c1ccc2cccc(O)c2o1
energy relative to the best compared isomer or geometry (same formula, charge and spin)	73.35	kcal/mol
net charge	0
highest occupied orbital energy	-9.22	eV
lowest unoccupied orbital energy	-0.37	eV
gap between HOMO and LUMO	8.855	eV
2S+1	1

Formula: C9H7BF5N4O7
Source: the OMol25 dataset
Level of theory: ωB97M-V/def2-TZVPD

Last column: Löwdin charge in e.
Element x y z (Å)
F -4.132 -1.356 -0.269  0.177
F -3.447 -2.867 1.164  0.166
F -3.315 -4.713 -0.790  0.105
F -3.805 -3.195 -2.296  0.117
F -0.888 -4.017 -1.471  0.224
O 2.122 -3.388 0.464  0.264
O -0.294 1.953 0.277  0.051
O 3.011 5.865 1.534  0.123
O 1.214 -2.384 -1.604  0.232
O 1.976 1.279 1.227  0.094
O 3.157 -3.600 -1.687  0.278
O 0.695 6.534 0.607  0.137
N -1.453 -0.889 -0.165  0.207
N -0.976 -2.800 -0.979  0.097
N 0.107 -2.016 -1.013  -0.076
N -0.183 -0.858 -0.531  0.222
C 0.033 4.293 0.378  0.073
C -3.999 -3.570 -1.013  -0.279
C 2.668 3.526 1.461  0.080
C -1.963 -2.080 -0.435  -0.052
C 0.921 5.244 0.719  -0.225
C 2.299 4.916 1.277  -0.301
C 1.777 2.590 1.121  -0.231
C 0.409 2.919 0.553  -0.307
C -3.410 -2.471 -0.120  -0.411
B 2.190 -3.206 -0.866  -0.706
H 3.645 3.298 1.863  0.139
H 3.698 -4.334 -1.376  0.149
H 1.139 0.893 0.893  0.077
H 1.504 6.989 0.920  0.129
H -0.945 4.522 -0.019  0.137
H -5.058 -3.707 -0.792  0.189
H 1.305 -3.370 0.967  0.122

net charge	+1
highest occupied orbital energy	-11.68	eV
lowest unoccupied orbital energy	-5.26	eV
gap between HOMO and LUMO	6.427	eV
2S+1	1

Formula: C9H7BrNO2S
Source: the OMol25 dataset
Level of theory: ωB97M-V/def2-TZVPD

Last column: Löwdin charge in e.
Element x y z (Å)
Br -3.623 4.071 -1.234  0.844
S 2.415 1.222 -1.301  1.166
O 0.987 2.753 -2.715  0.108
O 1.093 -1.305 1.416  0.099
N 0.056 2.263 -0.555  0.025
C 0.749 -1.298 -0.823  0.015
C 1.225 -0.625 0.267  -0.340
C 0.280 -2.548 -0.252  -0.018
C 1.713 0.803 0.365  -0.368
C -1.266 2.782 -0.656  -0.168
C 0.995 2.179 -1.666  -0.636
C 0.578 -2.470 1.036  -0.121
C 0.462 1.593 0.477  0.058
C -1.809 3.773 -1.326  -0.556
H 0.350 -3.291 1.684  0.141
H -0.135 -3.428 -0.696  0.120
H -0.277 1.548 1.235  0.167
H -1.941 2.308 0.042  0.111
H 0.926 -1.062 -1.852  0.106
H -1.279 4.426 -2.046  0.090
H 2.428 1.194 1.125  0.157

structure (SMILES)	O=C1S[C@H](c2ccco2)C=[N+]1/C=C/Br
net charge	+1
highest occupied orbital energy	-12.81	eV
lowest unoccupied orbital energy	-5.61	eV
gap between HOMO and LUMO	7.199	eV
2S+1	1

Formula: C9H7Cl2IrNO3V
Source: the OMol25 dataset
Level of theory: ωB97M-V/def2-TZVPD

Last column: Mulliken spin population.
Element x y z (Å)
Ir 0.235 -0.023 0.169  1.529
V 0.660 2.525 1.102  2.824
Cl 2.386 0.782 0.781  0.301
Cl -0.660 0.887 2.181  0.125
O -1.045 4.857 2.009  0.161
O 0.852 -0.907 -2.633  0.104
O 2.681 4.573 0.144  0.161
N -1.063 -1.628 0.669  0.145
C -1.310 -3.523 2.070  -0.053
C -2.240 -1.872 0.079  0.238
C -2.509 -3.848 1.437  0.253
C -3.292 -5.089 1.816  0.059
C 1.924 3.751 0.493  -0.104
C -2.983 -2.998 0.440  0.246
C -0.414 3.937 1.655  -0.101
C 0.639 -0.593 -1.523  -0.056
C -0.610 -2.396 1.671  0.046
H -4.305 -4.865 2.180  0.059
H 0.328 -2.061 2.127  0.008
H -3.410 -5.792 0.981  0.061
H -0.905 -4.127 2.867  0.001
H -2.552 -1.139 -0.669  0.009
H -2.786 -5.638 2.612  -0.004
H -3.921 -3.190 -0.061  -0.013

net charge	+4
highest occupied orbital energy (spin up / spin down)	-24.87 / -25.00	eV
lowest unoccupied orbital energy (spin up / spin down)	-17.38 / -19.88	eV
<S²>	12.039
gap between HOMO and LUMO (spin up / spin down)	7.489 / 5.125	eV
2S+1	7

Formula: C9H7Cl2MnN3O4S3
Source: the OMol25 dataset
Level of theory: ωB97M-V/def2-TZVPD

Last column: Mulliken spin population.
Element x y z (Å)
Mn -1.276 4.011 -1.302  4.680
Cl -0.101 2.576 1.998  0.006
Cl 2.128 2.183 0.132  0.006
S -1.784 -4.195 -0.978  0.000
S -3.052 -1.491 -1.291  0.003
S -2.818 1.479 -1.186  0.003
O -3.487 4.687 -1.567  0.012
O -4.649 5.495 0.080  0.013
O 0.326 4.515 -1.778  0.298
O -2.646 4.724 0.406  0.005
N -0.718 -1.723 -0.485  0.001
N -0.902 -0.339 -0.536  -0.012
N -3.622 4.980 -0.345  -0.019
C 2.076 -3.553 1.123  0.000
C 1.154 1.467 1.418  0.004
C -1.733 -2.520 -0.866  0.000
C 2.949 -1.710 -0.139  0.000
C 0.787 -3.216 0.739  0.000
C 3.161 -2.808 0.686  0.000
C 0.586 -2.128 -0.102  0.001
C -2.100 -0.033 -0.948  0.011
C 1.668 -1.367 -0.537  -0.001
H -0.064 -3.787 1.077  0.000
H 1.811 1.218 2.243  -0.001
H 4.165 -3.072 0.996  0.000
H 2.232 -4.401 1.779  0.000
H 0.639 0.608 1.005  -0.010
H 3.783 -1.103 -0.467  0.000
H 1.487 -0.497 -1.153  0.001

energy relative to the best compared isomer or geometry (same formula, charge and spin)	14.80	kcal/mol
net charge	-2
highest occupied orbital energy (spin up / spin down)	-0.21 / -1.06	eV
lowest unoccupied orbital energy (spin up / spin down)	4.25 / 4.25	eV
<S²>	8.771
gap between HOMO and LUMO (spin up / spin down)	4.466 / 5.314	eV
2S+1	6

Question: Which formula does entry 4 have?
Answer: C9H7BrNO2S

Question: The highest 2S+1 belongs to which entry?
Answer: C9H7Cl2IrNO3V

Question: What is the 2S+1 in the second record?
Answer: 1

Question: net charge of number 1 (C9H6N2O)?
Answer: 0